(1)
C12H32O10SV as an isolated structure, computed with the ωB97M-V functional and the def2-TZVPD basis.

Structure (ORCA input):
```
! wB97M-V def2-TZVPD RIJCOSX def2/J DEFGRID3
* xyz -1 1
O 1.07 0.55 -0.27
V 0.16 0.92 -1.57
O 0.77 2.23 -2.26
S -2.00 -0.46 -2.70
O -3.41 -0.40 -2.26
O -1.49 0.80 -3.11
O -1.10 -0.74 -1.61
O -2.04 -1.42 -3.78
C -0.02 3.42 0.84
C -1.47 2.83 0.66
C -2.55 3.90 0.52
O -1.53 2.04 -0.50
H 0.10 4.08 1.69
H 0.15 4.04 -0.04
H 0.76 2.67 1.00
H -1.70 2.23 1.54
H -2.49 4.46 1.45
H -3.57 3.50 0.52
H -2.47 4.59 -0.32
H -2.47 1.86 -0.55
C 0.38 0.24 3.41
C -0.91 0.86 3.91
C -1.28 0.52 5.36
O -0.57 2.21 3.99
H 1.19 0.46 4.10
H 0.74 0.53 2.42
H 0.38 -0.85 3.40
H -1.70 0.50 3.24
H -1.64 -0.50 5.40
H -2.05 1.26 5.62
H -0.48 0.60 6.09
H -1.43 2.59 4.20
C 3.28 -1.45 -2.54
C 2.65 -0.30 -3.23
C 2.89 -0.37 -4.69
O 1.25 -0.43 -3.06
H 2.95 -1.49 -1.50
H 4.37 -1.44 -2.44
H 2.95 -2.42 -2.89
H 3.04 0.61 -2.77
H 2.56 -1.34 -5.07
H 3.96 -0.22 -4.83
H 2.35 0.40 -5.25
H 1.00 -1.22 -3.55
C 0.84 -3.91 -0.67
C -0.49 -3.72 0.12
C -0.29 -2.72 1.26
O -1.37 -3.28 -0.88
H 0.64 -4.70 -1.39
H 1.69 -4.13 -0.04
H 1.05 -3.03 -1.27
H -0.83 -4.64 0.59
H 0.40 -3.09 2.02
H -1.23 -2.46 1.75
H 0.21 -1.82 0.93
H -1.22 -2.33 -0.97
*
```

Summary:
HOMO energy: -4.7 eV
ΔE to the lowest compared entry with this formula, charge and spin: 11.2 kcal per mole
DFT total energy: -69963.313 eV

***

(2)
C20H34ClPRe as an isolated structure, computed with the ωB97M-V functional and the def2-TZVPD basis.

Structure (ORCA input):
```
! wB97M-V def2-TZVPD RIJCOSX def2/J DEFGRID3
* xyz 2 4
C 0.26 0.81 -6.66
C 1.64 1.37 -7.03
C 0.04 -0.53 -7.37
C -0.83 1.81 -7.07
Cl 0.18 0.55 -4.89
H 0.08 -0.41 -8.46
H -0.94 -0.95 -7.12
H 0.80 -1.26 -7.09
H 1.72 1.53 -8.11
H 2.44 0.68 -6.74
H 1.82 2.33 -6.53
H -0.81 1.98 -8.15
H -0.69 2.77 -6.57
H -1.83 1.43 -6.81
C 1.58 -1.32 1.07
C 0.76 -2.17 0.25
C 0.83 -1.69 -1.11
H 0.23 -3.05 0.61
C 1.69 -0.54 -1.13
C 2.16 -0.32 0.21
H 2.87 0.44 0.51
H 1.78 -1.47 2.12
H 0.37 -2.14 -1.97
H 1.96 0.05 -2.00
C -1.96 1.06 0.41
C -2.01 -0.18 1.15
C -1.92 -1.26 0.20
H -2.13 -0.29 2.22
C -1.77 -0.68 -1.12
C -1.77 0.75 -0.98
H -1.67 1.46 -1.79
H -2.06 2.05 0.82
H -2.02 -2.32 0.44
H -1.74 -1.22 -2.07
Re -0.07 -0.18 0.13
C -1.40 3.98 2.67
C 0.11 3.73 2.73
P 0.65 2.03 2.21
C 2.50 2.18 2.38
C 3.09 3.23 3.32
C 0.13 0.96 3.65
C 0.97 1.00 4.92
H -1.74 4.10 1.63
H -1.64 4.92 3.20
H -1.98 3.18 3.15
H 0.63 4.42 2.05
H 0.50 3.91 3.74
H 2.87 1.17 2.64
H 2.81 2.38 1.35
H 2.77 3.09 4.36
H 4.19 3.15 3.31
H 2.84 4.25 3.01
H -0.92 1.24 3.85
H 0.10 -0.07 3.24
H 0.99 2.00 5.37
H 0.53 0.32 5.66
H 2.00 0.67 4.74
*
```

Summary:
HOMO energy (spin up / spin down): -13.9 / -15.1 eV
ΔE to the lowest compared entry with this formula, charge and spin: 3.8 kcal per mole
DFT total energy: -45215.210 eV

***

(3)
C10H15N5O2S as an isolated structure, computed with the ωB97M-V functional and the def2-TZVPD basis.

Structure (ORCA input):
```
! wB97M-V def2-TZVPD RIJCOSX def2/J DEFGRID3
* xyz 0 1
O -4.68 3.03 1.44
O -3.35 1.31 2.49
N -2.25 3.57 2.23
N -1.24 0.52 -0.44
C -1.07 3.24 1.88
C 0.05 0.38 -0.15
C -0.63 2.15 1.11
C -1.59 1.59 0.33
N -0.20 4.04 2.47
N 0.46 1.35 0.76
N -2.82 2.03 0.12
C 1.56 -3.39 -1.64
C 1.57 -2.20 -2.64
C 1.93 -2.93 -0.20
C 0.60 -1.13 -2.12
C 1.01 -1.81 0.29
C 0.98 -0.64 -0.70
S -3.34 2.47 1.61
H -0.73 4.53 3.17
H 0.66 3.59 2.73
H 1.42 1.48 1.10
H -3.44 1.29 -0.23
H 2.25 -4.19 -1.96
H 0.58 -3.87 -1.59
H 2.61 -1.82 -2.73
H 1.19 -2.55 -3.63
H 1.91 -3.78 0.48
H 2.99 -2.57 -0.17
H 0.66 -0.28 -2.83
H -0.42 -1.54 -2.16
H 0.00 -2.25 0.43
H 1.36 -1.43 1.25
H 1.98 -0.21 -0.72
*
```

Summary:
HOMO energy: -9.0 eV
ΔE to the lowest compared entry with this formula, charge and spin: 2.4 kcal per mole
DFT total energy: -32993.312 eV

***

(4)
A 5-piece molecular cluster, C2H15NO4 overall, computed with the ωB97M-V functional and the def2-TZVPD basis.

Structure (ORCA input):
```
! wB97M-V def2-TZVPD RIJCOSX def2/J DEFGRID3
* xyz 0 1
C 0.91 0.29 1.15
N -0.31 -0.09 0.46
C -0.81 -1.38 0.92
H 1.58 -0.51 1.47
H 1.42 1.14 0.70
H 0.64 0.82 2.08
H -0.11 -0.01 -0.53
H -1.58 -1.75 0.29
H -1.14 -1.14 1.93
H -0.09 -2.21 0.97
O 0.93 0.87 -2.75
H 0.55 1.37 -3.47
H 0.60 -0.01 -2.62
O 2.70 -2.56 1.25
H 3.14 -1.82 0.80
H 2.38 -3.08 0.51
O -1.73 0.30 -2.37
H -2.05 0.05 -1.50
H -0.94 0.82 -2.15
O -1.92 2.53 1.66
H -1.76 2.14 2.52
H -1.33 2.15 1.01
*
```

Summary:
HOMO energy: -9.4 eV
ΔE to the lowest compared entry with this formula, charge and spin: 38.9 kcal per mole
DFT total energy: -11996.467 eV
SMILES: CNC.O.O.O.O

***

(5)
C6H10CuNaO3 as an isolated structure, computed with the ωB97M-V functional and the def2-TZVPD basis.

Structure (ORCA input):
```
! wB97M-V def2-TZVPD RIJCOSX def2/J DEFGRID3
* xyz 0 1
C -3.16 0.58 -0.75
C -1.94 0.91 -1.26
C -0.65 0.59 -0.56
C 0.41 1.47 -1.12
O 1.45 1.09 -1.66
O -4.29 0.52 -1.39
Cu -6.73 0.14 -1.45
Na 2.31 -0.98 -1.36
H -3.17 0.19 0.29
H -1.84 1.05 -2.34
H -0.53 0.46 0.61
H 0.18 2.56 -1.18
C 2.89 -0.51 1.63
C 1.73 -1.52 1.61
O 1.33 -1.89 0.34
H 3.09 -0.15 2.65
H 3.81 -0.98 1.25
H 2.65 0.37 1.02
H 0.88 -1.02 2.14
H 2.02 -2.38 2.24
H -0.45 -0.48 -0.70
*
```

Summary:
HOMO energy: -6.5 eV
ΔE to the lowest compared entry with this formula, charge and spin: 10.6 kcal per mole
DFT total energy: -61577.860 eV

***

(6)
A 2-piece molecular cluster, C6H9ClSi2 overall, computed with the ωB97M-V functional and the def2-TZVPD basis.

Structure (ORCA input):
```
! wB97M-V def2-TZVPD RIJCOSX def2/J DEFGRID3
* xyz 0 1
C -0.81 -1.82 1.99
C -0.75 -0.41 2.19
C -0.07 -2.34 0.93
C -0.24 0.43 1.27
C 0.52 -1.50 0.05
C 0.44 -0.09 0.17
Si -1.00 2.53 -2.15
Si 1.62 0.89 -0.85
Cl -2.46 4.18 -2.94
H -1.10 -2.46 2.82
H -1.48 0.04 2.91
H 0.13 -3.37 0.83
H -0.25 1.49 1.47
H 1.02 -1.97 -0.91
H -1.26 1.89 -3.41
H 2.38 0.37 -1.99
H -1.41 2.50 -0.60
H 2.49 1.73 -0.21
*
```

Summary:
HOMO energy (spin up / spin down): -7.5 / -7.8 eV
ΔE to the lowest compared entry with this formula, charge and spin: 60.3 kcal per mole
DFT total energy: -34641.772 eV

***

(7)
C72H89Ge3InN9O5S4 as an isolated structure, computed with the ωB97M-V functional and the def2-TZVPD basis.

Structure (ORCA input):
```
! wB97M-V def2-TZVPD RIJCOSX def2/J DEFGRID3
* xyz -2 2
In -1.70 1.48 0.97
C -4.49 -0.15 -2.63
C -5.29 -0.37 -1.34
C -6.78 -0.47 -1.68
C -4.83 -1.67 -0.67
O -5.10 0.76 -0.50
Ge -5.42 0.74 1.30
O -4.93 2.49 1.56
C -5.81 3.59 1.70
C -6.20 4.12 0.32
C -7.08 3.20 2.47
C -5.06 4.68 2.47
O -3.50 0.16 1.78
C -3.16 -0.44 2.97
C -4.31 -1.16 3.65
C -3.76 1.62 4.39
C -1.98 -1.40 2.79
H -4.40 -1.08 -3.20
H -4.98 0.60 -3.25
H -3.49 0.20 -2.37
H -6.98 -1.27 -2.40
H -7.36 -0.65 -0.77
H -7.11 0.48 -2.11
H -4.97 -2.52 -1.34
H -3.77 -1.60 -0.42
H -5.40 -1.86 0.25
H -6.65 3.32 -0.27
H -6.91 4.95 0.40
H -5.31 4.47 -0.21
H -7.66 2.46 1.91
H -6.81 2.76 3.43
H -7.70 4.08 2.64
H -4.06 4.78 2.07
H -5.58 5.64 2.39
H -4.99 4.42 3.53
H -5.20 -0.53 3.74
H -4.57 -2.01 3.02
H -4.00 -1.51 4.63
H -4.27 2.02 3.51
H -4.42 1.06 5.05
H -3.28 2.42 4.94
H -2.27 -2.14 2.06
H -1.08 -0.91 2.42
H -1.73 -1.88 3.74
C 0.17 -7.84 -2.14
C 0.34 -6.38 -2.45
C -0.76 -5.55 -2.64
C -0.63 -4.21 -2.97
C -1.84 -3.37 -3.27
C 0.66 -3.67 -3.08
C 1.78 -4.47 -2.86
C 3.17 -3.89 -2.93
C 1.60 -5.82 -2.56
C 0.85 -2.29 -3.64
C 0.86 -2.26 -5.04
C 1.10 -1.09 -5.74
C 1.34 0.07 -5.02
C 1.33 0.07 -3.63
C 1.09 -1.11 -2.91
Ge 1.00 -1.02 -0.91
S -1.09 -0.37 -0.58
S 1.28 -2.99 0.11
Ge 2.52 -1.78 1.59
S 1.58 -1.09 3.33
S 2.78 -0.09 0.02
C 4.20 -2.75 2.16
C 4.05 -3.94 2.90
C 5.14 -4.51 3.55
C 6.39 -3.92 3.50
C 6.55 -2.76 2.77
C 5.48 -2.17 2.10
C 5.85 -0.94 1.33
C 5.74 0.33 1.89
C 5.03 0.59 3.19
C 6.31 1.41 1.20
C 6.98 1.26 0.01
C 7.61 2.43 -0.70
C 7.03 -0.02 -0.55
C 6.46 -1.11 0.07
C 6.47 -2.46 -0.59
C 2.75 -4.66 2.97
C 2.37 -5.46 1.88
C 3.31 -5.71 0.73
C 1.12 -6.06 1.88
C 0.24 -5.91 2.95
C -1.15 -6.48 2.90
C 0.68 -5.21 4.07
C 1.93 -4.59 4.10
C 2.34 -3.84 5.34
C 1.61 1.40 -3.00
C 2.91 1.76 -2.66
C 4.07 0.82 -2.83
C 3.15 3.05 -2.18
C 2.14 3.99 -2.07
C 2.41 5.36 -1.50
C 0.86 3.63 -2.46
C 0.57 2.35 -2.92
C -0.82 2.00 -3.35
H -0.80 -8.21 -2.48
H 0.23 -8.03 -1.06
H 0.95 -8.43 -2.61
H -1.76 -5.97 -2.55
H -2.76 -3.93 -3.05
H -1.86 -3.07 -4.32
H -1.86 -2.46 -2.67
H 3.43 -3.64 -3.96
H 3.90 -4.59 -2.54
H 3.23 -2.97 -2.35
H 2.48 -6.44 -2.40
H 0.67 -3.19 -5.57
H 1.10 -1.09 -6.82
H 1.54 1.00 -5.54
H 4.99 -5.43 4.10
H 7.23 -4.37 4.02
H 7.52 -2.28 2.72
H 4.62 -0.32 3.63
H 4.19 1.27 3.02
H 5.70 1.06 3.91
H 6.21 2.41 1.64
H 7.66 3.30 -0.05
H 7.03 2.70 -1.59
H 8.62 2.19 -1.03
H 7.51 -0.16 -1.52
H 6.90 -2.39 -1.59
H 5.45 -2.85 -0.68
H 7.04 -3.19 -0.02
H 4.35 -5.75 1.06
H 3.23 -4.91 -0.02
H 3.06 -6.65 0.23
H 0.81 -6.64 1.02
H -1.21 -7.33 2.22
H -1.85 -5.72 2.55
H -1.48 -6.80 3.89
H 0.03 -5.12 4.93
H 1.83 -4.26 6.22
H 2.05 -2.79 5.23
H 3.42 -3.88 5.50
H 3.76 -0.16 -3.19
H 4.57 0.67 -1.87
H 4.80 1.22 -3.53
H 4.16 3.32 -1.88
H 3.47 5.61 -1.55
H 2.11 5.37 -0.45
H 1.84 6.12 -2.02
H 0.06 4.36 -2.39
H -1.45 2.89 -3.35
H -1.26 1.28 -2.66
H -0.83 1.56 -4.35
N 0.53 2.05 3.84
C 0.91 2.53 2.58
N 1.98 3.28 2.40
N 1.96 3.56 1.08
N 0.92 3.03 0.52
N 0.24 2.35 1.45
C -0.63 1.39 4.06
N -0.81 0.69 5.18
N -2.03 0.18 5.19
N -2.67 0.71 3.94
N -1.69 1.47 3.24
H 1.29 1.73 4.42
C -2.92 8.30 -3.84
C -2.76 7.10 -2.94
C -3.53 5.96 -3.13
C -3.39 4.84 -2.31
C -4.23 3.63 -2.65
C -2.47 4.88 -1.25
C -1.69 6.03 -1.04
C -0.66 6.11 0.06
C -1.83 7.11 -1.91
C -2.31 3.71 -0.34
O -2.33 2.54 -0.84
O -2.16 3.87 0.89
H -3.02 7.99 -4.89
H -2.06 8.97 -3.76
H -3.82 8.86 -3.58
H -4.25 5.93 -3.93
H -4.53 3.05 -1.77
H -3.65 2.95 -3.27
H -5.12 3.93 -3.20
H -0.02 5.23 0.08
H -1.14 6.17 1.03
H -0.03 6.99 -0.09
H -1.21 7.98 -1.76
*
```

Summary:
HOMO energy (spin up / spin down): -2.7 / -2.8 eV
ΔE to the lowest compared entry with this formula, charge and spin: 0.0 kcal per mole
DFT total energy: -317831.821 eV

***

(8)
A 2-piece molecular cluster, C3H7N3O overall, computed with the ωB97M-V functional and the def2-TZVPD basis.

Structure (ORCA input):
```
! wB97M-V def2-TZVPD RIJCOSX def2/J DEFGRID3
* xyz 0 1
C -0.71 0.85 0.09
C -1.02 -0.40 -0.73
C 1.14 -0.23 0.50
N 2.07 0.15 -0.40
N -2.21 0.48 -0.49
N 1.35 -0.92 1.52
O -3.13 0.05 0.25
H 1.79 0.47 -1.31
H 3.02 -0.20 -0.29
H 0.56 -1.14 2.11
H -0.83 0.92 1.17
H -0.29 1.70 -0.43
H -0.66 -0.38 -1.76
H -1.07 -1.35 -0.22
*
```

Summary:
HOMO energy (spin up / spin down): -7.9 / -8.5 eV
ΔE to the lowest compared entry with this formula, charge and spin: 165.0 kcal per mole
DFT total energy: -9735.880 eV